[1]
{
  "formula": "C24H28N2O4",
  "method": "ωB97M-V with the def2-TZVPD basis set",
  "homo_energy_ev": -7.783,
  "smiles": "Cc1[nH]c2ccc(OCc3ccccc3)cc2c1CCN1C(=O)OC(C)(C)[C@@]1(C)O",
  "homo_lumo_gap_ha": 0.309,
  "elements": ["C", "C", "N", "C", "C", "C", "C", "O", "C", "C", "C", "C", "C", "C", "C", "C", "C", "C", "C", "C", "N", "C", "O", "O", "C", "C", "C", "C", "C", "O", "H", "H", "H", "H", "H", "H", "H", "H", "H", "H", "H", "H", "H", "H", "H", "H", "H", "H", "H", "H", "H", "H", "H", "H", "H", "H", "H", "H"],
  "xyz": [[-1.846508, 1.726631, 4.401393], [-1.894420, 1.056607, 3.070961], [-2.911444, 1.321893, 2.189904], [-2.739833, 0.568263, 1.059715], [-3.495336, 0.502586, -0.103898], [-3.063920, -0.339938, -1.099186], [-1.904556, -1.126156, -0.947900], [-1.607547, -1.909124, -2.019742], [-0.389556, -2.632056, -2.002010], [-0.177025, -3.277460, -3.344079], [-1.249516, -3.790036, -4.061284], [-1.043237, -4.401788, -5.284935], [0.237427, -4.515450, -5.798312], [1.310731, -4.007209, -5.086148], [1.104689, -3.386696, -3.866792], [-1.163897, -1.078110, 0.218025], [-1.568724, -0.204503, 1.230537], [-1.039757, 0.131479, 2.517300], [0.198714, -0.389989, 3.181003], [1.443751, -0.451067, 2.276460], [1.522278, 0.619680, 1.310789], [1.774800, 0.364894, -0.002990], [1.883326, -0.718279, -0.513321], [1.898422, 1.521059, -0.678324], [1.559147, 2.621154, 0.175777], [0.089510, 2.977193, -0.075253], [2.455511, 3.804582, -0.160815], [1.747556, 2.027279, 1.615936], [3.147405, 2.238879, 2.201293], [0.844511, 2.532280, 2.543838], [-2.594771, 2.514465, 4.453494], [-2.045725, 1.011397, 5.199488], [-0.867516, 2.168351, 4.580824], [-3.686706, 1.936450, 2.369353], [-4.388808, 1.097088, -0.223521], [-3.605268, -0.423717, -2.027865], [-0.436548, -3.417514, -1.228826], [0.450851, -1.967975, -1.766446], [-2.245788, -3.696096, -3.657018], [-1.884183, -4.794184, -5.838587], [0.398653, -4.996266, -6.752331], [2.311431, -4.089604, -5.485109], [1.939248, -2.980960, -3.313762], [-0.287419, -1.686741, 0.347627], [0.413103, 0.247562, 4.040671], [0.022004, -1.401813, 3.557656], [1.446121, -1.366593, 1.681978], [2.340350, -0.457741, 2.907347], [-0.213578, 3.798878, 0.568073], [-0.548589, 2.112051, 0.100864], [-0.028247, 3.274225, -1.113763], [2.272287, 4.613869, 0.540046], [3.502595, 3.521397, -0.126412], [2.228893, 4.145740, -1.167284], [3.904796, 1.847083, 1.528536], [3.313216, 3.295886, 2.379766], [3.207191, 1.719883, 3.154178], [-0.040099, 2.188281, 2.343079]],
  "forces_ev_per_a": [[-0.0066, -0.1067, -0.0128], [0.1903, -0.0854, -0.0080], [-0.1843, 0.1896, 0.1669], [0.3728, -0.4258, -0.1975], [0.0208, -0.0345, -0.0575], [0.0265, -0.0400, -0.0343], [-0.0061, 0.0469, 0.1814], [-0.1439, 0.0270, -0.1511], [0.3368, -0.1340, 0.1703], [-0.1003, 0.1129, 0.0729], [-0.0067, 0.0167, 0.0355], [-0.0758, -0.0417, -0.0205], [0.0604, -0.0345, -0.0877], [0.0783, -0.0605, -0.0752], [-0.0928, 0.0245, 0.1147], [-0.0104, -0.1358, -0.2517], [-0.6358, 0.3137, -0.0517], [0.0093, 0.1368, 0.3030], [-0.0672, 0.0571, -0.0593], [0.0151, -0.0458, 0.0512], [-0.0883, 0.3173, -0.0302], [-0.1133, -0.1780, 0.2654], [0.1739, -0.2737, -0.3244], [0.2124, 0.0026, -0.3488], [-0.3693, 0.5362, 0.3335], [0.3692, -0.1608, 0.0279], [-0.1376, -0.4746, 0.0225], [0.6112, -0.0953, -0.3108], [-0.5358, -0.0068, -0.0619], [-0.0742, 0.2027, 0.3206], [-0.0157, 0.0821, 0.0668], [-0.0139, 0.0301, 0.0782], [0.0418, 0.0493, 0.0531], [0.0913, -0.0352, 0.0058], [-0.0998, 0.0484, -0.0650], [-0.0728, -0.0017, -0.1123], [-0.0047, 0.1652, -0.0341], [-0.1515, -0.0970, 0.0044], [-0.1044, 0.0137, 0.0203], [-0.0616, -0.0269, -0.0388], [0.0137, -0.0273, -0.0691], [0.0739, 0.0021, -0.0292], [0.1011, 0.0725, 0.0541], [0.1463, -0.0741, -0.0709], [0.0011, -0.0868, 0.0434], [0.0629, 0.0077, 0.0858], [0.0635, 0.0795, 0.1178], [-0.0493, -0.0915, -0.0643], [-0.0669, 0.0648, 0.0282], [-0.1158, -0.0682, 0.0589], [-0.0046, 0.0267, -0.0956], [-0.0102, 0.1208, 0.0620], [0.1235, 0.0191, 0.0387], [-0.0241, 0.0783, -0.0761], [0.0920, 0.0041, -0.0708], [0.1031, 0.1152, 0.0273], [0.0449, -0.0556, 0.0801], [0.0075, -0.0655, -0.0809]],
  "mulliken_charge": [-1.503, 0.504, 0.051, -1.344, -1.031, -0.739, 0.352, -0.406, 0.241, 0.058, -0.463, -0.581, -0.402, -0.600, -0.346, 0.544, 1.329, -0.123, -0.815, -1.185, 0.505, 0.346, -0.678, -0.385, 1.812, -1.423, -1.929, 0.816, -2.019, -0.628, 0.394, 0.332, 0.320, 0.200, 0.411, 0.466, 0.274, 0.045, 0.390, 0.369, 0.372, 0.387, 0.452, 0.472, 0.213, 0.436, 0.505, 0.465, 0.310, 0.037, 0.490, 0.386, 0.366, 0.424, 0.384, 0.454, 0.457, 0.229]
}

[2]
{
  "formula": "C28H29F3IMnNO9S3",
  "method": "ωB97M-V with the def2-TZVPD basis set",
  "homo_energy_ev": [-8.386, -8.385],
  "homo_lumo_gap_ha": [0.316, 0.316],
  "s2": 8.75,
  "multiplicity": 6,
  "elements": ["Mn", "O", "S", "C", "C", "C", "C", "S", "O", "C", "C", "C", "C", "C", "C", "C", "C", "C", "C", "C", "C", "H", "H", "H", "H", "H", "H", "H", "H", "H", "H", "H", "H", "H", "H", "H", "H", "H", "H", "F", "C", "F", "F", "S", "O", "O", "O", "C", "N", "C", "C", "O", "H", "H", "H", "H", "H", "H", "H", "I", "C", "C", "C", "C", "C", "C", "C", "O", "O", "H", "H", "H", "H", "O", "C"],
  "xyz": [[0.011456, 0.156450, 0.105113], [0.594502, 2.150119, -0.543187], [1.427141, 3.400726, -0.398120], [0.211046, 4.776449, -0.500709], [-1.223151, 4.369095, -0.173142], [-1.976203, 3.808047, -1.379126], [-3.326842, 3.201326, -1.002264], [-3.228590, 1.443060, -0.513159], [-1.882361, 1.294029, 0.131906], [-3.125874, 0.745530, -2.154734], [-4.267966, 0.138774, -2.658004], [-4.241690, -0.404707, -3.933539], [-3.076272, -0.345528, -4.685463], [-1.934647, 0.250134, -4.164973], [-1.952965, 0.800368, -2.892419], [1.830835, 3.549644, 1.330574], [3.104444, 3.987152, 1.654877], [3.463496, 4.083221, 2.990925], [2.559484, 3.726726, 3.979120], [1.288520, 3.277978, 3.642080], [0.917970, 3.190415, 2.311435], [0.289007, 5.169566, -1.516561], [0.585481, 5.536911, 0.184078], [-1.752030, 5.252848, 0.194534], [-1.233128, 3.635902, 0.631360], [-1.358194, 3.065192, -1.880657], [-2.147358, 4.611995, -2.100077], [-4.042338, 3.222200, -1.825405], [-3.775423, 3.719605, -0.152016], [-5.160571, 0.071879, -2.047851], [-5.123677, -0.887633, -4.332079], [-3.054159, -0.776595, -5.677945], [-1.020670, 0.278978, -4.743879], [-1.056859, 1.239577, -2.477411], [3.818420, 4.201183, 0.870229], [4.461675, 4.403327, 3.257056], [2.852029, 3.778074, 5.019490], [0.592031, 2.982831, 4.415940], [-0.062491, 2.827106, 2.034448], [4.123188, -2.102707, 1.230980], [4.465587, -1.006761, 0.541391], [4.422581, -1.312417, -0.760821], [5.719157, -0.687036, 0.856085], [3.321937, 0.379755, 0.926097], [3.755828, 1.452693, 0.068829], [3.429520, 0.571516, 2.344385], [2.039226, -0.213403, 0.506688], [-0.520556, -4.502292, -2.278354], [0.263402, -3.305949, -1.976721], [1.661722, -3.460211, -1.598154], [-0.332522, -2.127468, -1.925307], [0.242049, -1.070207, -1.616688], [0.143312, -5.362130, -2.244724], [-0.951971, -4.440203, -3.277445], [-1.313048, -4.627746, -1.539638], [2.219067, -3.918910, -2.415677], [1.735255, -4.093176, -0.712790], [2.080123, -2.483088, -1.375390], [-1.405288, -2.151697, -2.147638], [2.163955, -6.148301, 4.522946], [0.945678, -4.993030, 3.276247], [-0.269562, -5.504903, 2.842171], [-1.066130, -4.739170, 2.006366], [-0.670968, -3.463522, 1.614187], [0.545888, -2.967533, 2.065769], [1.363030, -3.729487, 2.891912], [-1.572777, -2.681651, 0.678027], [-2.408890, -3.313589, 0.028985], [-1.399497, -1.416185, 0.598245], [-0.589117, -6.490933, 3.151012], [-2.008491, -5.122232, 1.638134], [0.888173, -1.985295, 1.768559], [2.311688, -3.333990, 3.226419], [-0.875355, 0.245042, 3.559022], [-0.440266, 0.174261, 2.526464]],
  "forces_ev_per_a": [[-0.4211, -0.3707, -0.0968], [-0.0220, 0.0164, -0.1377], [-0.0126, 0.0704, 0.0976], [0.0296, -0.0690, -0.0219], [-0.0243, 0.0024, 0.0274], [0.0172, 0.0127, 0.0013], [0.0360, -0.0447, 0.0212], [-0.0735, -0.0462, -0.1193], [0.0567, 0.1929, 0.0754], [0.0082, 0.0181, 0.0637], [0.0010, -0.0298, 0.0426], [0.0127, 0.0073, -0.0146], [-0.0184, 0.0006, -0.0039], [0.0208, -0.0064, 0.0131], [0.0413, -0.0785, -0.0395], [-0.0117, -0.0083, -0.0145], [0.0161, -0.0046, -0.0161], [-0.0039, 0.0074, -0.0117], [-0.0159, -0.0044, 0.0152], [0.0170, 0.0098, 0.0149], [-0.0109, -0.0229, 0.0014], [-0.0077, -0.0300, -0.0089], [0.0283, 0.0144, -0.0335], [0.0080, -0.0013, 0.0231], [-0.0246, 0.0150, -0.0571], [-0.0195, 0.0963, 0.0471], [-0.0086, -0.0047, -0.0086], [-0.0136, 0.0102, 0.0188], [0.0164, -0.0025, 0.0092], [0.0041, 0.0019, -0.0014], [-0.0006, -0.0009, 0.0031], [0.0031, -0.0014, 0.0021], [-0.0062, -0.0032, -0.0017], [0.0457, -0.0944, 0.0188], [-0.0024, -0.0021, 0.0085], [0.0004, -0.0007, -0.0020], [-0.0016, -0.0002, 0.0013], [0.0002, 0.0012, 0.0028], [0.0133, -0.0485, 0.0220], [0.0043, 0.0116, 0.0002], [-0.0682, -0.0564, 0.0235], [0.0029, 0.0096, -0.0092], [0.0275, 0.0218, 0.0090], [0.0113, 0.0568, -0.0472], [0.0008, 0.0032, -0.0081], [-0.0001, 0.0069, 0.0380], [-0.0713, -0.1878, 0.1188], [-0.0162, -0.0093, 0.0054], [0.0624, -0.0185, -0.0038], [-0.0265, 0.0431, 0.0061], [-0.1116, 0.0231, 0.1755], [0.1586, 0.2081, -0.3181], [0.0115, -0.0007, -0.0087], [-0.0043, -0.0039, 0.0023], [-0.0065, 0.0191, -0.0054], [-0.0047, -0.0048, 0.0033], [0.0001, -0.0076, 0.0228], [-0.0055, -0.0028, 0.0070], [0.0181, 0.0050, -0.0513], [-0.0183, 0.0182, -0.0177], [0.0076, -0.0201, 0.0176], [-0.0022, -0.0059, 0.0021], [0.0326, -0.0280, -0.0213], [-0.0114, 0.0161, 0.0192], [0.0015, -0.0053, 0.0323], [-0.0035, 0.0175, -0.0195], [-0.0553, 0.0945, -0.1516], [-0.0510, -0.0297, -0.0139], [0.3392, 0.0158, 0.1538], [0.0038, -0.0009, -0.0025], [-0.0044, 0.0121, 0.0039], [0.0069, -0.0095, -0.0478], [0.0308, 0.0061, -0.0009], [-0.0394, -0.1600, -0.0175], [0.1034, 0.3609, 0.1618]],
  "mulliken_charge": [2.648, -0.547, 0.208, -1.132, -0.173, -0.361, -1.018, -0.016, -0.181, 1.164, -0.600, -0.585, -0.544, -1.084, -0.320, 0.616, -0.292, -0.579, -0.545, -1.016, 0.092, 0.492, 0.549, 0.574, -0.148, -0.104, 0.517, 0.543, 0.507, 0.430, 0.416, 0.412, 0.431, 0.247, 0.339, 0.394, 0.398, 0.443, 0.040, -0.181, 0.331, -0.220, -0.215, 1.508, -0.709, -0.730, -0.440, -0.983, 0.387, -0.938, -0.289, -1.236, 0.394, 0.300, 0.346, 0.397, 0.364, 0.169, 0.586, 0.056, -0.158, -0.461, -0.701, 0.533, 0.321, -0.890, -0.241, -0.811, -0.288, 0.382, 0.480, 0.302, 0.485, -0.293, 0.225]
}

It is found that the energy relative to the best compared isomer or geometry (same formula, charge and spin) values, taken in the order of the records, are 23.2; 4.3 kcal/mol.
It is found that the molecular weight values, taken in the order of the records, are 408.5; 858.6 g mol⁻¹.